{"formula": "C29H32BrCoF3N7OSe", "method": "wB97M-V/def2-TZVPD", "elements": ["Co", "O", "C", "C", "C", "N", "C", "Br", "C", "H", "H", "H", "H", "F", "C", "F", "F", "C", "C", "C", "N", "C", "C", "H", "H", "H", "H", "C", "C", "C", "C", "N", "N", "C", "H", "H", "H", "H", "H", "H", "H", "H", "N", "C", "C", "N", "C", "C", "N", "H", "H", "H", "H", "H", "C", "C", "C", "C", "C", "C", "Se", "C", "C", "C", "H", "H", "H", "H", "H", "H", "H", "H", "H", "H", "H"], "xyz": [[1.60, -1.34, 0.35], [0.62, 1.59, 5.63], [0.71, 1.10, 4.34], [1.35, 1.73, 3.28], [1.41, 1.02, 2.10], [0.95, -0.27, 1.90], [0.27, -0.81, 2.94], [-0.41, -2.54, 2.69], [0.12, -0.18, 4.14], [0.94, 2.47, 5.80], [1.73, 2.73, 3.38], [1.87, 1.53, 1.24], [-0.39, -0.64, 4.95], [7.92, -1.69, 3.37], [7.19, -2.65, 2.69], [7.36, -3.81, 3.39], [7.93, -2.81, 1.57], [5.82, -2.29, 2.43], [5.45, -1.01, 1.98], [4.22, -0.83, 1.39], [3.22, -1.79, 1.32], [3.55, -2.97, 1.84], [4.79, -3.24, 2.38], [6.13, -0.20, 2.14], [4.04, 0.16, 0.95], [2.82, -3.82, 1.81], [4.96, -4.26, 2.72], [-0.05, 1.04, -3.95], [-0.17, 0.05, -2.86], [-0.88, -1.18, -2.83], [-0.80, -1.66, -1.51], [-0.12, -0.72, -0.73], [0.20, 0.32, -1.59], [-1.37, -2.95, -1.03], [-0.41, 0.61, -4.88], [0.98, 1.44, -4.02], [-0.58, 1.93, -3.68], [-1.32, -1.71, -3.66], [0.46, 1.22, -1.18], [-2.50, -2.99, -1.18], [-1.15, -3.10, 0.02], [-0.84, -3.78, -1.54], [5.23, -0.61, -3.53], [4.21, -1.44, -3.20], [3.40, -1.07, -2.09], [2.52, -1.91, -1.60], [2.39, -3.08, -2.24], [3.12, -3.39, -3.39], [4.04, -2.59, -3.89], [5.25, 0.33, -3.19], [5.74, -0.74, -4.36], [3.57, -0.08, -1.63], [1.65, -3.85, -1.86], [2.98, -4.34, -3.93], [-8.46, 3.92, -0.29], [-7.09, 3.36, -0.20], [-6.37, 3.47, 0.96], [-5.07, 3.00, 1.05], [-4.33, 2.93, 2.34], [-4.49, 2.27, -0.06], [-2.76, 1.54, 0.03], [-5.27, 2.23, -1.24], [-4.69, 1.70, -2.53], [-6.56, 2.64, -1.22], [-9.16, 3.08, -0.08], [-8.64, 4.34, -1.33], [-8.64, 4.73, 0.39], [-6.78, 4.03, 1.83], [-4.82, 3.51, 3.12], [-3.29, 3.20, 2.23], [-4.34, 1.86, 2.60], [-4.17, 2.50, -3.09], [-5.58, 1.44, -3.13], [-4.06, 0.80, -2.47], [-7.18, 2.51, -2.09]], "max_force_ev_per_a": 4.50, "e_above_lowest_kj_mol": 96.09, "total_charge": 1, "multiplicity": 4, "gap_ev": [6.88, 5.44], "s2": 3.813}



{"formula": "C48H114O26P2", "method": "wB97M-V/def2-TZVPD", "elements": ["C", "O", "C", "C", "O", "C", "C", "O", "C", "H", "H", "H", "H", "H", "H", "H", "H", "H", "H", "H", "H", "H", "H", "C", "O", "C", "C", "O", "C", "C", "O", "C", "H", "H", "H", "H", "H", "H", "H", "H", "H", "H", "H", "H", "H", "H", "C", "O", "C", "C", "O", "C", "C", "O", "C", "H", "H", "H", "H", "H", "H", "H", "H", "H", "H", "H", "H", "H", "H", "C", "O", "C", "C", "O", "C", "C", "O", "C", "H", "H", "H", "H", "H", "H", "H", "H", "H", "H", "H", "H", "H", "H", "C", "O", "C", "C", "O", "C", "C", "O", "C", "H", "H", "H", "H", "H", "H", "H", "H", "H", "H", "H", "H", "H", "H", "C", "O", "C", "C", "O", "C", "C", "O", "C", "H", "H", "H", "H", "H", "H", "H", "H", "H", "H", "H", "H", "H", "H", "C", "C", "O", "P", "O", "O", "C", "C", "O", "C", "C", "H", "H", "H", "H", "H", "H", "H", "H", "H", "H", "H", "H", "H", "H", "H", "C", "C", "O", "P", "O", "O", "C", "C", "O", "C", "C", "H", "H", "H", "H", "H", "H", "H", "H", "H", "H", "H", "H", "H", "H", "H"], "xyz": [[-2.81, 2.04, 2.32], [-2.51, 0.67, 2.62], [-1.38, 0.52, 3.50], [-1.70, 0.89, 5.04], [-0.67, 0.79, 6.04], [-1.07, 0.96, 7.30], [0.17, 1.07, 8.18], [0.86, 2.23, 7.76], [2.04, 1.89, 7.12], [-3.54, 2.06, 1.51], [-1.95, 2.55, 1.88], [-3.06, 2.56, 3.24], [-0.68, 1.24, 3.08], [-0.95, -0.48, 3.42], [-2.46, 0.16, 5.33], [-2.20, 1.86, 5.11], [-1.56, 0.01, 7.49], [-1.85, 1.70, 7.48], [0.69, 0.12, 8.08], [-0.19, 1.20, 9.20], [2.67, 1.11, 7.54], [2.69, 2.77, 7.03], [1.88, 1.50, 6.11], [4.19, -9.60, -3.31], [4.14, -8.21, -3.52], [3.30, -7.53, -2.57], [3.82, -7.63, -1.14], [5.07, -6.88, -0.96], [5.14, -5.45, -1.15], [4.38, -4.62, -0.08], [3.95, -3.34, -0.57], [3.44, -2.68, 0.58], [4.73, -9.92, -4.20], [3.21, -10.05, -3.12], [4.84, -9.67, -2.44], [2.27, -7.86, -2.46], [3.31, -6.49, -2.88], [3.91, -8.62, -0.70], [3.07, -7.12, -0.54], [4.66, -5.28, -2.12], [6.16, -5.11, -1.32], [5.08, -4.51, 0.75], [3.56, -5.19, 0.35], [4.35, -2.22, 0.97], [3.06, -3.14, 1.49], [2.87, -1.76, 0.46], [-3.15, 2.32, -2.39], [-4.35, 1.85, -3.00], [-4.18, 0.46, -3.21], [-5.61, -0.17, -3.50], [-5.91, 0.02, -4.81], [-7.28, -0.34, -5.18], [-7.49, -1.80, -5.65], [-7.18, -2.61, -4.59], [-7.71, -3.98, -4.85], [-3.26, 3.36, -2.09], [-2.39, 2.29, -3.17], [-2.83, 1.68, -1.56], [-3.91, -0.17, -2.36], [-3.43, 0.17, -3.94], [-6.40, 0.20, -2.85], [-5.46, -1.25, -3.42], [-7.53, 0.40, -5.94], [-8.00, 0.00, -4.43], [-6.92, -1.93, -6.57], [-8.51, -1.98, -5.98], [-7.02, -4.70, -4.40], [-7.63, -4.22, -5.91], [-8.73, -4.19, -4.54], [-1.69, 6.20, -0.28], [-1.53, 7.31, -1.14], [-1.27, 8.64, -0.64], [0.19, 9.06, -0.41], [0.98, 8.85, -1.62], [1.68, 7.69, -2.09], [2.70, 7.92, -3.32], [2.30, 8.15, -4.70], [1.23, 9.08, -4.79], [-0.85, 6.14, 0.41], [-1.59, 5.35, -0.95], [-2.62, 6.15, 0.28], [-1.92, 8.70, 0.23], [-1.75, 9.47, -1.16], [0.62, 8.59, 0.47], [0.08, 10.10, -0.09], [0.83, 7.08, -2.37], [2.26, 7.11, -1.38], [3.45, 7.13, -3.38], [3.15, 8.87, -3.04], [1.48, 9.94, -4.18], [0.31, 8.67, -4.38], [1.10, 9.43, -5.82], [-0.92, -2.31, -5.37], [-0.25, -3.24, -4.60], [1.24, -3.27, -4.70], [1.80, -4.62, -4.27], [1.38, -5.94, -4.69], [-0.04, -6.21, -4.53], [-0.19, -7.70, -4.53], [-1.60, -8.08, -4.58], [-2.02, -9.41, -4.78], [-0.22, -1.49, -5.54], [-1.91, -2.00, -5.03], [-1.11, -2.81, -6.31], [1.72, -2.43, -4.19], [1.65, -3.33, -5.71], [1.52, -4.59, -3.21], [2.89, -4.63, -4.29], [-0.52, -5.82, -5.43], [-0.38, -5.88, -3.55], [0.20, -8.16, -3.63], [0.33, -8.05, -5.42], [-1.42, -9.83, -5.58], [-3.05, -9.70, -5.03], [-1.88, -10.07, -3.92], [6.36, 3.52, 4.49], [6.14, 3.66, 5.89], [5.12, 4.62, 6.25], [4.99, 4.47, 7.76], [6.04, 5.07, 8.52], [6.13, 6.49, 8.58], [5.21, 7.06, 9.61], [4.91, 6.28, 10.78], [5.97, 6.11, 11.65], [5.89, 2.61, 4.13], [7.36, 3.57, 4.06], [5.90, 4.40, 4.05], [4.19, 4.40, 5.73], [5.32, 5.64, 5.95], [5.00, 3.40, 8.00], [4.02, 4.89, 8.04], [6.11, 7.08, 7.67], [7.14, 6.71, 8.92], [4.27, 7.34, 9.15], [5.61, 7.97, 10.07], [5.85, 5.09, 12.01], [5.99, 6.90, 12.41], [6.93, 6.27, 11.18], [1.89, 2.77, -4.47], [1.13, 3.04, -3.19], [1.80, 2.64, -2.12], [0.97, 2.21, -0.75], [0.05, 3.25, -0.24], [0.36, 0.72, -1.03], [0.68, -0.32, -0.25], [0.17, -1.51, -0.97], [2.25, 1.86, 0.28], [2.98, 2.85, 0.89], [3.02, 2.52, 2.45], [2.73, 3.41, -4.76], [2.24, 1.76, -4.67], [1.21, 2.91, -5.31], [0.81, 4.06, -3.00], [0.22, 2.46, -3.33], [1.76, -0.28, -0.20], [0.13, -0.29, 0.69], [-0.92, -1.46, -0.96], [0.60, -1.64, -1.97], [0.50, -2.38, -0.41], [3.97, 2.78, 0.45], [2.51, 3.83, 0.76], [2.29, 3.07, 3.04], [2.87, 1.45, 2.54], [3.89, 2.84, 3.01], [-3.94, -2.23, 2.29], [-2.63, -2.99, 1.95], [-2.68, -3.88, 0.84], [-3.50, -3.50, -0.55], [-3.47, -2.08, -0.92], [-2.85, -4.48, -1.69], [-3.17, -4.27, -3.05], [-4.56, -4.71, -3.36], [-4.96, -4.13, -0.24], [-6.05, -3.33, 0.05], [-7.19, -4.35, -0.23], [-4.70, -2.98, 2.53], [-3.87, -1.63, 3.19], [-4.26, -1.71, 1.38], [-1.80, -2.32, 1.74], [-2.49, -3.67, 2.79], [-3.13, -3.24, -3.40], [-2.42, -4.78, -3.65], [-4.73, -4.89, -4.42], [-4.71, -5.72, -2.98], [-5.32, -3.99, -3.06], [-6.12, -2.93, 1.06], [-6.14, -2.63, -0.79], [-7.92, -3.93, -0.93], [-6.71, -5.05, -0.92], [-7.64, -4.71, 0.69]], "max_force_ev_per_a": 6.97, "total_charge": 1, "multiplicity": 2, "gap_ev": [7.77, 1.62], "s2": 0.756}



{"formula": "C19H46N6O7", "method": "wB97M-V/def2-TZVPD", "elements": ["C", "N", "C", "C", "O", "H", "H", "H", "H", "H", "H", "H", "C", "N", "C", "C", "O", "H", "H", "H", "H", "H", "H", "H", "C", "N", "C", "C", "O", "H", "H", "H", "H", "H", "H", "H", "C", "N", "C", "C", "O", "H", "H", "H", "H", "H", "H", "H", "C", "N", "C", "C", "O", "H", "H", "H", "H", "H", "H", "H", "C", "N", "C", "C", "O", "H", "H", "H", "H", "H", "H", "H", "C", "O", "H", "H", "H", "H"], "xyz": [[14.99, 5.27, 5.56], [15.95, 6.12, 6.17], [17.23, 5.85, 6.49], [17.86, 7.05, 7.20], [17.91, 4.89, 6.17], [14.14, 5.14, 6.21], [15.31, 4.22, 5.45], [14.66, 5.57, 4.58], [15.57, 6.86, 6.78], [18.77, 6.62, 7.69], [17.12, 7.40, 7.93], [17.94, 7.83, 6.45], [19.54, 8.46, 10.58], [18.64, 7.89, 11.57], [19.00, 7.24, 12.68], [17.95, 6.71, 13.68], [20.12, 7.07, 13.04], [19.51, 7.96, 9.58], [20.57, 8.43, 11.07], [19.35, 9.45, 10.30], [17.67, 8.02, 11.43], [17.75, 7.44, 14.45], [18.38, 5.78, 14.08], [17.02, 6.55, 13.21], [12.42, 14.68, 10.23], [11.27, 14.10, 10.91], [9.93, 14.29, 10.68], [9.06, 13.46, 11.61], [9.44, 14.91, 9.78], [13.20, 13.90, 10.11], [12.84, 15.48, 10.82], [12.26, 14.90, 9.23], [11.48, 13.67, 11.77], [9.40, 13.61, 12.56], [9.06, 12.43, 11.35], [8.01, 13.79, 11.63], [11.19, 14.53, 6.63], [10.66, 13.43, 7.53], [11.13, 12.18, 7.38], [10.74, 11.15, 8.38], [12.01, 11.95, 6.54], [10.79, 14.57, 5.65], [12.25, 14.35, 6.52], [10.88, 15.49, 7.11], [9.94, 13.68, 8.16], [10.02, 11.58, 9.08], [11.64, 10.85, 8.89], [10.27, 10.38, 7.80], [7.37, 11.51, 13.80], [7.30, 10.11, 13.44], [8.39, 9.42, 12.91], [8.23, 7.93, 12.73], [9.36, 10.10, 12.57], [6.56, 11.53, 14.57], [7.07, 12.19, 13.00], [8.37, 11.82, 14.32], [6.47, 9.70, 13.85], [7.42, 7.50, 13.33], [9.25, 7.53, 12.87], [7.86, 7.89, 11.71], [15.21, 13.66, 6.78], [14.65, 12.64, 7.62], [15.16, 12.18, 8.82], [16.34, 12.97, 9.41], [14.72, 11.18, 9.41], [16.31, 13.82, 6.88], [14.69, 14.65, 6.84], [15.28, 13.27, 5.75], [13.84, 12.10, 7.35], [17.14, 12.92, 8.75], [16.62, 12.49, 10.41], [16.16, 13.97, 9.62], [14.79, 7.51, 10.15], [15.88, 8.43, 10.33], [14.51, 7.49, 9.09], [15.25, 6.54, 10.48], [13.90, 7.83, 10.75], [15.60, 9.34, 9.84]], "smiles": "CNC(C)=O.CNC(C)=O.CNC(C)=O.CNC(C)=O.CNC(C)=O.CNC(C)=O.CO", "max_force_ev_per_a": 3.54, "gap_ev": 9.29}